The following is a DFT calculation (ωB97M-V/def2-TZVPD) of a cluster of 2 separate species, C5H14 in total.

Results
**Orbital gap (alpha / beta)**: 2.6561 / 11.6586 eV
**Multiplicity**: 2
**Lowest unoccupied orbital energy (alpha / beta)**: 4.16 / 4.17 eV
**Energy above the lowest of the compared OMol25 structures with the same formula, charge and spin**: 65.6 kJ/mol
**Max |F|**: 2.4 eV/Å
**Net charge**: -1

Each line ends with the natural charge from an NBO analysis.
CARTESIAN COORDINATES (ANGSTROEM)
C -1.5479 -0.7240 1.6618  -0.98
C -1.3157 -0.5480 3.1709  -0.74
H -1.4509 -1.7381 1.3174  0.19
H -2.4988 -0.4493 1.1999  0.18
H -0.8334 -0.1162 1.1353  0.18
H -2.2770 -0.9472 3.5325  0.19
H -0.5229 -1.1760 3.4979  0.20
H -1.1117 0.4995 3.4358  0.19
C 1.0057 0.3727 -2.3874  -0.44
C 1.2611 1.7560 -1.7443  -0.73
C 0.8642 -0.6950 -1.2814  -0.79
H 0.0870 0.3479 -2.9887  0.19
H 1.8526 0.0614 -2.9918  0.17
H 1.8710 1.7237 -0.7970  0.20
H 1.4894 -0.5181 -0.3916  0.19
H 0.2571 2.0658 -1.4545  0.20
H 1.8118 2.3591 -2.4627  0.19
H -0.1417 -0.6073 -0.8278  0.21
H 1.2002 -1.6666 -1.6242  0.19

Force components x, y, z for each atom (eV/Å):
0.57 0.65 -0.50
-2.07 0.01 -1.23
0.45 -0.66 0.08
-0.32 0.40 0.77
0.52 0.06 -0.47
0.42 0.44 1.04
0.74 -0.48 0.34
-0.33 -0.38 0.08
0.77 -0.62 1.41
0.09 -1.03 0.34
-0.29 0.81 0.80
0.36 0.25 -0.06
0.09 0.17 -0.41
-0.55 -0.27 -1.01
0.20 0.35 -0.43
0.20 0.94 -0.03
-0.45 0.70 0.01
0.32 -0.84 -0.55
-0.73 -0.49 -0.17